one) Here is one molecule with the formula C24H24N4O3 from the Open Molecules 2025 dataset. Energies are from the ωB97M-V functional and the def2-TZVPD basis.

```
55
C24H24N4O3 (the ωB97M-V functional and the def2-TZVPD basis)
H 1.91 1.91 -2.07
C 0.46 -0.59 0.70
N 0.93 -3.09 1.51
C -4.66 0.67 0.16
C -0.75 -4.44 0.64
H -4.88 -1.03 0.62
C -2.85 -0.47 0.12
C -3.74 2.05 -0.14
H -0.82 -5.10 1.41
H 2.59 -0.76 0.52
C 1.11 -3.56 2.89
H 1.68 3.25 0.22
H 0.44 -1.38 2.89
C 0.69 -3.12 -0.75
C -2.01 0.44 0.29
C 3.55 3.75 1.18
C 2.53 1.23 -1.10
C -0.20 -2.48 -1.65
H 6.79 2.29 0.46
H -2.46 -1.63 0.34
C -4.14 -0.40 0.38
C 0.44 -1.90 -2.76
N 1.43 0.58 -0.70
C 0.04 -1.77 1.90
C 4.67 1.96 -0.34
H 1.62 -3.16 3.63
O -5.92 1.37 0.15
O -4.47 3.16 -0.36
N 0.10 1.04 -0.61
H 1.46 -4.61 0.62
C -0.51 0.30 0.12
H 5.26 1.16 -1.16
C 1.59 -0.33 0.43
H 0.08 -4.03 3.43
C 2.81 2.89 0.35
H -0.78 -4.98 -0.35
C -5.87 2.69 -0.29
C 3.40 2.09 -0.47
H 5.72 4.07 1.88
H -1.35 -2.19 -1.49
C 0.60 -3.94 0.34
H 3.36 4.49 1.76
C 4.88 3.65 1.43
N 1.84 -3.00 -1.16
O 1.77 -2.16 -2.60
C 5.67 2.53 0.55
H -6.40 2.81 -1.12
H 3.14 0.48 -1.93
H 1.72 -4.52 2.54
H -0.81 -1.89 1.79
H -6.32 3.23 0.66
H 0.11 -1.27 -3.65
H -1.45 -3.72 0.57
C -2.50 1.65 -0.02
H -1.70 2.45 -0.28
```

## Properties
LUMO energy = 0.02293 Eh
HOMO energy = -8.21 eV
Total charge = 0
Structure (SMILES) = C[C@@H](c1ccon1)N(C)Cc1cn(Cc2ccccc2)nc1-c1ccc2c(c1)OCO2

***

two) Here is one molecule with the formula C24H24N4O3 from the Open Molecules 2025 dataset. Energies are from the ωB97M-V functional and the def2-TZVPD basis.

```
55
C24H24N4O3 (the ωB97M-V functional and the def2-TZVPD basis)
C 1.09 4.77 -0.34
C 1.09 -3.71 -0.08
C 3.37 -3.12 1.42
H -3.87 0.29 -3.76
H 0.10 -0.37 1.42
C 0.20 2.66 -1.38
C -1.97 2.56 -2.41
O -2.16 -1.14 -0.61
C -2.92 0.56 -3.29
H -3.03 1.52 0.58
H 1.10 2.16 -1.06
C 3.01 -4.47 1.22
C 0.60 4.90 1.12
H -2.10 0.35 -3.99
H -0.21 5.63 1.18
H -0.66 0.87 -2.16
H 2.89 -1.09 1.04
O -1.24 3.28 1.33
H -2.79 -0.03 -2.38
C -2.39 -0.27 1.62
H 0.63 -6.38 -0.29
H 1.29 -0.44 -0.73
C -0.79 1.93 -2.01
H 4.25 -2.92 2.01
C -2.10 3.93 -2.20
H -3.28 1.57 2.32
C 1.51 -6.13 0.28
C 0.07 3.58 1.55
H 0.21 -3.94 -0.66
C 1.84 -4.77 0.46
H 2.03 4.23 -0.35
H -3.37 -0.75 1.61
N 3.77 -5.44 1.77
C 2.62 -2.12 0.88
O -3.02 1.94 -3.01
C -1.31 1.99 1.68
C 2.30 -7.09 0.85
H 1.42 5.19 1.77
C -1.61 -0.79 0.41
N -0.17 1.55 2.10
H -1.24 5.71 -1.41
H 2.07 -8.14 0.74
C 0.06 4.02 -1.15
H -3.01 4.41 -2.52
N -0.28 -0.81 0.59
C -1.11 4.65 -1.57
H -1.87 -0.52 2.54
C 3.43 -6.68 1.58
C 0.64 -1.27 -0.42
N 0.71 2.57 2.01
H 0.04 -1.60 -1.27
H 4.07 -7.42 2.04
C -2.59 1.25 1.54
C 1.47 -2.41 0.12
H 1.25 5.77 -0.74
```

## Properties
LUMO energy = 0.01077 Eh
HOMO energy = -8.38 eV
Total charge = 0
Structure (SMILES) = COc1ccc(CCc2nnc(CCC(=O)NCc3ccc4ncccc4c3)o2)cc1

***

Computed relative energies in units of kJ/mol: one) 2386.7; two) 0.0

***

one) Here is an isolated ion of composition C2H3N4S and charge -1 from the Open Molecules 2025 dataset. Energies are from the ωB97M-V functional and the def2-TZVPD basis.

```
10
C2H3N4S (the ωB97M-V functional and the def2-TZVPD basis)
C 0.18 -1.81 0.07
S -2.06 -4.47 -1.24
N -0.40 -2.90 -0.14
N -0.82 -3.43 -1.17
N -0.99 0.14 -0.84
C 0.02 -0.77 -0.98
N 1.02 -0.82 -1.67
H -1.26 0.34 -1.76
H 1.00 -1.67 0.70
H -1.97 -0.21 -0.49
```

## Properties
LUMO energy (alpha / beta) = 0.13749 / 0.13845 Eh
HOMO energy (alpha / beta) = -2.87 / -3.04 eV
Total charge = -1

***

two) Here is a 2-piece molecular cluster, C2H3N4S overall from the Open Molecules 2025 dataset. Energies are from the ωB97M-V functional and the def2-TZVPD basis.

```
10
C2H3N4S (the ωB97M-V functional and the def2-TZVPD basis)
H -1.31 0.74 1.68
H -0.35 0.57 0.20
H -2.16 0.33 0.28
N 0.48 -4.02 2.23
N 1.32 -4.36 1.49
S -0.44 -1.71 0.92
N -1.10 -2.42 -1.68
C -1.20 0.13 0.74
N 2.07 -4.74 0.69
C -0.72 -2.05 -0.67
```

## Properties
LUMO energy = 0.11760 Eh
HOMO energy = -2.86 eV
Total charge = -1

***

Computed relative energies in units of kJ/mol: one) 132.1; two) 0.0

***

one) Here is one molecule with the formula C4H7IN2 from the Open Molecules 2025 dataset. Energies are from the ωB97M-V functional and the def2-TZVPD basis.

```
14
C4H7IN2 (the ωB97M-V functional and the def2-TZVPD basis)
C -0.58 1.53 0.01
C 1.61 -1.27 -0.47
H -2.44 0.79 -0.29
H 1.33 1.41 -1.08
H 1.34 -2.39 -0.66
N -1.29 -0.77 0.35
H -1.99 1.13 1.48
H -0.85 2.55 -0.11
C 0.46 0.92 -0.60
H 2.13 -1.31 0.52
H 2.37 -1.07 -1.18
I -0.92 -1.75 2.18
N 0.53 -0.40 -0.67
C -1.71 0.63 0.52
```

## Properties
LUMO energy (alpha / beta) = -0.02964 / -0.02891 Eh
HOMO energy (alpha / beta) = -7.93 / -7.99 eV
Total charge = 0

***

two) Here is a 2-piece molecular cluster, C4H7IN2 overall from the Open Molecules 2025 dataset. Energies are from the ωB97M-V functional and the def2-TZVPD basis.

```
14
C4H7IN2 (the ωB97M-V functional and the def2-TZVPD basis)
N -1.25 0.81 0.68
I 2.61 1.38 0.20
H -0.96 1.77 0.74
C -0.59 -0.10 -0.05
H 1.88 -1.15 0.46
H 0.76 -0.46 -1.46
C 1.38 -0.28 0.92
C -1.09 -1.45 -0.04
H 0.27 1.25 -1.54
H -0.84 -0.02 -2.11
H -1.90 0.54 1.41
N -1.54 -2.47 0.14
H 1.33 -0.13 1.96
C -0.08 0.30 -1.33
```

## Properties
LUMO energy = 0.00929 Eh
HOMO energy = -8.32 eV
Total charge = 0

***

Computed relative energies in units of kJ/mol: one) 208.5; two) 0.0

***

one) Here is an isolated ion of composition C3H4N3 and charge +1 from the Open Molecules 2025 dataset. Energies are from the ωB97M-V functional and the def2-TZVPD basis.

```
10
C3H4N3 (the ωB97M-V functional and the def2-TZVPD basis)
N 1.75 -0.51 -1.04
N 1.18 -1.02 -1.92
N 1.55 0.05 0.01
H -1.66 0.71 0.89
H -1.25 -0.90 -1.56
H -0.54 0.00 2.06
C 0.15 0.03 0.06
C -0.36 -0.59 -1.05
H -0.22 1.61 1.39
C -0.61 0.62 1.16
```

## Properties
LUMO energy (alpha / beta) = -0.35054 / -0.34972 Eh
HOMO energy (alpha / beta) = -16.67 / -16.68 eV
Total charge = +1
Structure (SMILES) = CC1=NN=[N+]=C1

***

two) Here is an isolated ion of composition C3H4N3 and charge +1 from the Open Molecules 2025 dataset. Energies are from the ωB97M-V functional and the def2-TZVPD basis.

```
10
C3H4N3 (the ωB97M-V functional and the def2-TZVPD basis)
C -0.23 -0.08 0.13
H -0.80 0.83 0.51
H -0.11 -0.94 0.83
H 1.08 1.25 -1.11
N 3.81 -2.23 -0.24
N 1.96 -0.62 -0.76
N 3.59 -1.46 0.73
C 2.78 -1.38 -0.36
C 1.03 0.21 -0.55
H -0.87 -0.53 -0.68
```

## Properties
LUMO energy = -0.21882 Eh
HOMO energy = -16.28 eV
Total charge = +1
Structure (SMILES) = CC=[N+]=c1nn1

***

Computed relative energies in units of kJ/mol: one) 253.8; two) 0.0

***

one) Here is one molecule with the formula C10H15NO2 from the Open Molecules 2025 dataset. Energies are from the ωB97M-V functional and the def2-TZVPD basis.

```
28
C10H15NO2 (the ωB97M-V functional and the def2-TZVPD basis)
C 1.45 0.50 -0.95
N -0.13 -1.76 -2.03
C 0.10 -1.90 0.38
H -2.46 -0.81 0.09
H -1.16 0.16 3.65
H -2.38 -1.05 -1.79
O -0.59 -1.48 -3.12
C -0.54 -1.38 -0.83
H 0.73 -1.70 2.41
C -0.17 0.52 3.33
H 1.74 -0.33 -0.35
C 0.26 2.66 -1.14
H -1.86 0.49 -0.92
H 0.87 0.33 3.83
H -0.30 1.68 3.37
C 0.29 -1.22 1.52
H 0.40 2.40 -2.17
H -0.13 2.26 1.45
O 1.02 -2.66 -1.92
C 0.72 1.38 -0.33
C 0.05 0.24 1.82
H 1.85 0.62 -1.96
C 0.19 1.29 1.02
H 0.93 3.58 -0.89
H 1.21 -3.14 -2.84
H -0.80 2.93 -1.14
H 0.49 -2.99 0.40
C -1.82 -0.63 -0.90
```

## Properties
LUMO energy (alpha / beta) = 0.00532 / 0.00535 Eh
HOMO energy (alpha / beta) = -8.26 / -8.26 eV
Total charge = 0
Structure (SMILES) = C=C(C)\C=C(C)/C=C\C(C)=[N+](\[O-])O

***

two) Here is one molecule with the formula C10H15NO2 from the Open Molecules 2025 dataset. Energies are from the ωB97M-V functional and the def2-TZVPD basis.

```
28
C10H15NO2 (the ωB97M-V functional and the def2-TZVPD basis)
C 1.16 2.09 0.46
C 1.16 0.65 -0.20
H 2.89 -1.99 -0.85
C 2.35 -1.40 0.00
H -0.14 1.50 -1.75
N -1.93 0.52 0.92
C 0.26 -0.42 0.57
C -1.13 -0.29 0.12
C -3.20 0.42 0.48
H -4.20 -0.57 -1.08
H 0.50 -2.20 -0.59
H -1.61 0.83 1.87
C -1.92 -0.88 -0.83
H 1.26 -0.34 2.09
H -4.04 1.07 0.90
H 0.32 2.46 1.14
H 0.80 -2.40 1.09
C 0.58 0.79 -1.62
H 1.32 2.76 -0.41
H -1.51 -1.54 -1.57
O 0.39 -0.19 1.95
O 2.41 -0.01 -0.12
H 2.96 -1.59 0.91
C -3.24 -0.39 -0.61
H 2.04 2.07 1.20
H 0.22 -0.17 -1.94
H 1.42 0.95 -2.35
C 0.88 -1.75 0.23
```

## Properties
LUMO energy = 0.02849 Eh
HOMO energy = -8.03 eV
Total charge = 0
Structure (SMILES) = CC1(C)OCC[C@]1(O)c1ccc[nH]1

***

Computed relative energies in units of kJ/mol: one) 441.0; two) 0.0